P) The following is a quantum chemistry calculation of a cluster of 2 separate species, C4H10NO2 in total, from the OMol25 dataset.

```
17
Properties=species:S:1:pos:R:3:lowdin_spin:R:1
O -1.2479 0.3839 -1.7263 0.0036
C -1.2987 -0.7711 -1.9980 0.0004
O -1.1477 -1.7496 -1.0443 -0.0002
H -1.5050 -1.1799 -3.0018 0.0001
H -1.5207 -2.5611 -1.4524 0.0001
C 0.5536 -0.0584 2.7006 0.0087
C 0.3726 1.0119 1.6661 0.0186
C 1.8920 0.9433 -0.2490 0.5284
N 0.8555 0.5079 0.3694 0.3111
H -0.1410 -0.8797 2.4784 0.0010
H 1.6331 -0.3780 2.7906 0.0014
H 0.3334 0.3070 3.6795 0.0016
H -0.6838 1.3252 1.4739 0.0082
H 1.0069 1.9375 1.9316 0.0028
H 2.1522 0.5522 -1.2184 0.0543
H 2.5101 1.6631 0.2698 0.0564
H 0.2746 -0.1705 -0.0903 0.0035
```

**HOMO-LUMO gap (alpha / beta)**: 5.0 / 10.3 eV
**2S+1**: 2
**LUMO (alpha / beta)**: 0.3 / 0.3 eV


Q) The following is a quantum chemistry calculation of a cluster of 2 separate species, C4H10NO2 in total, from the OMol25 dataset.

```
17
Properties=species:S:1:pos:R:3:lowdin_spin:R:1
C 1.5420 0.0790 2.0563 0.0013
N 1.6849 -1.2720 1.5190 -0.0011
C 0.5102 -1.7577 0.8871 0.1054
O -0.0480 -0.9799 -0.0789 0.8117
H 1.3892 0.8264 1.2998 0.0001
H 2.4296 0.3065 2.6481 -0.0001
H 0.6933 0.1073 2.7336 0.0000
H 2.4318 -1.2860 0.8496 0.0003
H -0.2274 -1.8949 1.6858 0.0442
H 0.7362 -2.7724 0.4917 0.0368
C -1.3520 1.6891 -1.1487 0.0018
C -1.5782 0.8676 -2.1403 -0.0009
O -1.7763 1.3623 -3.4056 -0.0002
H -1.1067 1.3256 -0.1631 0.0012
H -1.3725 2.7459 -1.3221 0.0003
H -1.4992 -0.1997 -2.0696 -0.0008
H -2.4567 0.8528 -3.8427 0.0000
```

**HOMO-LUMO gap (alpha / beta)**: 10.0 / 7.4 eV
**2S+1**: 2
**LUMO (alpha / beta)**: 0.9 / -1.7 eV


R) The following is a quantum chemistry calculation of an isolated molecule of C4H10NO2, from the OMol25 dataset.

```
17
Properties=species:S:1:pos:R:3:lowdin_spin:R:1
C -0.6121 -1.5107 0.0632 0.0957
O 0.0640 -2.5695 -0.3804 0.7411
C 0.4511 -0.3351 0.0645 0.0900
C 0.0887 1.0417 0.6339 0.0144
C 0.0523 2.1526 -0.3784 0.0015
O -1.2926 1.0428 1.1293 0.0033
N 1.3279 -0.2181 -1.1167 0.0190
H -0.8672 -1.5743 1.1438 0.0218
H -1.5329 -1.2249 -0.4665 0.0046
H 1.1168 -0.8099 0.8333 -0.0017
H 0.6508 1.2324 1.5287 0.0025
H 1.0102 2.4788 -0.8215 -0.0001
H -0.6581 1.9022 -1.2046 0.0002
H -0.5061 3.0315 -0.0737 0.0007
H -1.2454 1.0244 2.0777 -0.0001
H 0.8949 0.2584 -1.8995 0.0013
H 1.4453 -1.1924 -1.3750 0.0060
```

**HOMO-LUMO gap (alpha / beta)**: 10.3 / 7.9 eV
**2S+1**: 2
**LUMO (alpha / beta)**: 0.7 / -1.7 eV


The structure with the least stability is Q).


P) The following is a quantum chemistry calculation of an isolated molecule of C2HBrF2S, from the OMol25 dataset.

```
7
Properties=species:S:1:pos:R:3:mulliken_charge:R:1
C 0.8653 -0.1559 -0.0177 -0.1262
C -0.6099 0.2942 -0.0706 0.4092
F 1.7106 0.3331 -0.8933 -0.2190
F -1.1022 1.1142 -0.9484 -0.1876
S 0.2247 0.8878 1.3800 -0.0707
Br -1.9443 -1.2571 0.1742 -0.1707
H 0.8558 -1.2163 0.3758 0.3650
```

**HOMO-LUMO gap**: 10.1 eV
**LUMO**: 0.0 eV
**Structure (SMILES)**: F[C@H]1S[C@]1(F)Br


Q) The following is a quantum chemistry calculation of a structure of composition C2HBrF2S, from the OMol25 dataset.

```
7
Properties=species:S:1:pos:R:3:mulliken_charge:R:1
C 1.0637 -0.0417 -0.4185 -0.2525
C -0.7924 -0.1551 0.4045 0.5112
F -0.6123 0.4275 1.5800 -0.1682
F -1.2323 -1.3881 0.5864 -0.1605
S 2.3543 -0.7451 -1.1673 -0.1417
Br -1.9105 0.8764 -0.7503 -0.0582
H 1.1294 1.0261 -0.2349 0.2700
```

**HOMO-LUMO gap**: 8.2 eV
**LUMO**: -0.8 eV


The structure with the least stability is Q).